Below is a cluster of 4 separate species, C40H72Cl2FN2O3PS2 in total, with properties calculated with ωB97M-V/def2-TZVPD.

Values from the calculation:
LUMO level   -1.36 eV
Net charge   0
SMILES   CC[C@@H](F)[C@H](OC[C@@H](Cl)O[C@@H](CCCSC(=S)n1ccnc1)Cc1ccc(C)cc1)P(O)Cl.CCCCCC.CCCCCC.CCCCCC
Max |F|   0.0174 hartree/bohr
Total energy   -110493.0706 eV
HOMO-LUMO gap   7.4 eV

Each line ends with the Löwdin charge.
Atoms and positions in Å:
Cl -2.3220 4.4889 3.5048  0.287
Cl -1.4907 -1.3626 2.0648  0.699
S -1.4662 2.2806 -1.8913  0.820
S -0.2238 0.2299 -3.6686  0.895
P -1.0593 4.0892 1.9544  0.582
F 0.4286 1.4705 0.6002  -0.052
O -1.5659 1.4657 2.6426  -0.180
O 0.2637 4.9189 2.4602  -0.357
O -3.2786 -0.5787 0.2956  -0.109
N 1.1077 2.2273 -2.4124  -0.163
N 2.6848 3.7971 -2.4840  0.071
C 8.2015 0.5304 -2.7951  -0.232
C -0.1585 1.6407 -2.5836  -1.033
C 10.1423 1.6271 -4.0388  -0.111
C 8.8724 1.8356 -3.2191  -0.268
C -5.6259 -0.1482 -1.3295  -0.200
C -10.9641 -2.0944 5.1866  -0.113
C -6.9858 -0.4664 -1.4287  -0.037
C -8.5292 1.5670 3.2821  -0.103
C -7.9703 0.4968 -1.2276  -0.048
C 8.9412 -4.1643 0.1544  -0.228
C 2.2447 1.6732 -1.8723  -0.082
C 10.4529 -3.5697 2.1249  -0.112
C -7.6235 1.8179 -0.9207  -0.280
C 5.4350 0.7327 -4.1957  -0.115
C 2.0734 -0.3182 1.8609  -0.095
C -10.4426 -0.0713 2.8625  -0.230
C 6.7263 0.3202 -4.8945  -0.265
C -2.2837 -2.1792 -1.3060  -0.144
C 1.4402 3.5169 -2.7688  -0.169
C 0.7352 1.8888 1.9015  -0.306
C -5.2841 1.1770 -1.0525  -0.024
C 9.3394 -4.4699 1.5974  -0.270
C -4.6096 -1.2437 -1.5584  -0.085
C -3.1962 -0.9698 -1.0744  -0.347
C -0.5167 2.4114 2.5993  -0.490
C -8.9317 0.1298 2.9652  -0.264
C -1.5054 -2.0475 -2.6154  -0.236
C -11.2204 0.2237 4.1463  -0.230
C 7.1578 -2.4045 0.7682  -0.267
C -2.0861 -0.1700 0.8416  -0.672
C -2.2561 1.2418 1.4257  -0.216
C 1.4297 0.7825 2.7084  -0.178
C 5.9501 -3.2954 0.4917  -0.108
C -8.6919 2.8473 -0.6603  -0.051
C -10.7813 -0.5898 5.3628  -0.271
C -0.2609 -1.1556 -2.4728  -0.440
C 3.1930 2.6581 -1.9071  -0.148
C -6.2687 2.1446 -0.8522  -0.031
C 8.3827 -2.7589 -0.0738  -0.233
C 7.7200 -0.3521 -3.9483  -0.229
H 9.6701 -5.5102 1.6509  0.104
H 8.2095 -4.9066 -0.1765  0.101
H 7.2526 -1.2485 -3.5270  0.102
H 7.4077 -2.4462 1.8318  0.098
H -7.4430 1.6632 3.3090  0.071
H -1.2879 -0.1507 0.0998  0.066
H -9.0181 0.2282 -1.2900  0.111
H 8.1240 -2.6549 -1.1330  0.101
H -10.6669 -2.6310 6.0885  0.068
H -12.0092 -2.3374 4.9829  0.074
H -12.2827 0.0366 3.9594  0.108
H 10.1534 -2.5207 2.1367  0.064
H -9.3351 2.4746 0.1400  0.062
H 0.7266 0.3510 3.4190  0.100
H 1.4984 -0.5448 0.9681  0.048
H 6.4886 -0.3772 -5.7019  0.104
H 9.1659 -2.0196 0.1161  0.099
H 2.2141 1.2736 3.2861  0.116
H -10.3614 -2.4809 4.3636  0.064
H -1.1771 -3.0428 -2.9136  0.111
H 10.7236 -3.8429 3.1455  0.069
H -2.1718 -1.6528 -3.3826  0.098
H 5.6601 -3.2403 -0.5601  0.073
H 4.1941 2.5363 -1.5297  0.094
H 7.3587 0.7618 -2.1370  0.097
H -3.3219 1.3940 1.6002  0.140
H -9.7364 -0.3740 5.6013  0.098
H 8.5809 -0.7061 -4.5221  0.102
H 9.1221 2.4033 -2.3191  0.104
H -1.8928 1.9165 0.6517  0.027
H 4.9445 -0.1317 -3.7415  0.075
H -7.2898 -1.4823 -1.6561  0.112
H -4.5635 -1.5145 -2.6163  0.135
H 1.4314 2.7283 1.8073  0.132
H 0.8999 4.9965 1.7393  0.052
H -11.3647 -0.2607 6.2265  0.103
H -4.2379 1.4478 -0.9983  0.074
H 2.2886 0.6672 -1.4907  0.116
H -1.6082 -2.3454 -0.4675  0.091
H -8.4793 -0.1591 2.0122  0.097
H -0.1581 -0.7415 -1.4704  0.057
H 4.7343 1.1804 -4.9016  0.073
H 9.8149 -4.2981 -0.4910  0.110
H -2.9153 -3.0681 -1.3770  0.120
H 10.8749 1.0426 -3.4782  0.074
H 6.8863 -1.3661 0.5592  0.100
H 5.6180 1.4692 -3.4127  0.050
H 2.1126 -1.2378 2.4461  0.073
H -8.2532 3.7849 -0.3249  0.075
H 8.1697 2.4547 -3.7832  0.099
H -4.9561 -2.1394 -1.0325  0.130
H -8.9118 1.8982 4.2488  0.066
H 6.1549 -4.3400 0.7304  0.066
H -10.6428 -1.0974 2.5415  0.101
H 8.4673 -4.3951 2.2527  0.097
H -10.8325 0.5721 2.0664  0.105
H -2.8075 -0.1270 -1.6638  0.100
H 7.1838 1.1915 -5.3705  0.100
H -8.9083 2.2475 2.5164  0.060
H -5.9789 3.1625 -0.6209  0.108
H 11.3489 -3.6578 1.5069  0.075
H 5.0919 -2.9868 1.0910  0.063
H -0.2170 2.5826 3.6382  0.126
H 3.1045 -0.0810 1.5996  0.071
H 0.6378 -1.7362 -2.6709  0.072
H 8.9041 -0.0494 -2.1874  0.102
H -11.1417 1.2879 4.3850  0.100
H 10.6023 2.5827 -4.2933  0.069
H -9.3267 3.0138 -1.5294  0.080
H 9.9382 1.1041 -4.9742  0.065
H 0.7253 4.1712 -3.2406  0.124
H -8.5109 -0.5432 3.7171  0.099

Force components x, y, z for each atom (eV/Å):
-0.0730 0.1514 0.1193
-0.0954 -0.0107 0.0913
0.1127 0.1861 -0.2458
0.3409 -0.0313 0.0037
-0.0212 -0.2750 -0.2702
-0.1080 0.0074 0.0386
0.1421 0.1523 -0.1192
0.1890 -0.0639 0.1511
-0.0742 -0.0217 -0.0085
0.1146 0.4552 -0.2644
-0.2892 -0.0153 -0.0708
-0.0251 -0.0356 0.0399
-0.2732 -0.0333 0.2265
-0.0560 0.0641 -0.0066
0.0809 -0.0314 0.0166
-0.2741 0.2956 -0.1883
0.0552 0.0383 0.0493
-0.0765 0.3372 0.1316
0.0666 -0.0974 -0.0088
0.4817 0.1563 0.0796
-0.0533 -0.0189 -0.0074
0.4432 -0.0233 -0.0759
-0.0645 -0.0370 0.0448
0.2169 -0.1117 -0.1805
0.0060 0.0690 -0.1495
0.0692 -0.2336 0.3871
-0.0064 -0.0394 0.0002
-0.0711 -0.0948 0.0979
-0.3721 -0.1798 -0.2971
0.2900 0.0775 0.3464
0.3592 0.2679 0.4521
-0.2443 -0.2697 -0.1290
0.0889 0.0089 -0.0182
-0.0694 -0.1851 0.4742
0.0284 0.1013 -0.4263
-0.0338 -0.2719 -0.0451
-0.0055 0.0713 -0.0647
0.1544 -0.0933 0.4527
0.0075 0.0346 -0.0025
-0.0549 -0.0177 -0.0745
0.3929 0.1691 0.0493
-0.0793 -0.3134 0.3713
-0.0010 -0.0621 -0.2690
0.0116 0.0466 0.0713
0.0644 -0.3568 0.3008
-0.0685 -0.0491 -0.0121
-0.0887 -0.0763 -0.2029
-0.4984 -0.7394 0.0718
-0.1126 -0.3651 -0.0217
0.0285 0.0484 -0.0070
0.0641 0.0009 -0.0358
-0.0217 -0.0096 0.0179
-0.0072 0.0081 -0.0042
-0.0056 -0.0022 -0.0025
0.0152 0.0119 0.0007
-0.0014 0.0448 -0.0181
-0.0662 -0.0445 0.0153
-0.0083 -0.0597 -0.0206
-0.0034 0.0076 -0.0023
-0.0131 -0.0138 -0.0026
0.0011 -0.0071 -0.0319
-0.0042 -0.0079 0.0128
0.0093 0.0069 -0.0103
-0.0990 0.1310 0.0055
-0.1243 -0.0610 -0.1161
0.0018 0.0466 -0.0809
0.0109 0.0143 -0.0197
0.0096 -0.0076 -0.0091
-0.0898 -0.0021 0.1613
-0.0087 -0.0038 -0.0104
-0.0631 0.0087 -0.2020
0.0196 0.0044 -0.0027
0.0632 -0.0798 -0.1342
0.0134 -0.0289 -0.0125
0.1012 0.3546 -0.0885
-0.0018 -0.0100 -0.0013
-0.0222 0.0193 0.0130
0.0006 0.0219 -0.0023
0.0059 0.0071 0.0079
-0.0210 0.0234 -0.0040
-0.2441 0.1630 -0.0183
0.0089 0.0083 0.0366
0.0751 -0.0304 0.0168
0.0333 0.0662 -0.0614
0.0196 -0.0609 -0.2646
-0.0543 0.2738 -0.0662
0.0240 0.0099 0.0173
-0.0366 0.1065 0.0512
-0.1181 0.0203 -0.0427
0.0247 0.0669 0.0109
0.0246 -0.0136 0.0113
-0.0576 0.0508 -0.0285
-0.0355 -0.0001 0.0302
0.0116 -0.0039 0.0098
0.0327 -0.0752 0.1574
-0.0021 -0.0289 -0.0150
0.0113 0.0127 0.0292
-0.0087 -0.0021 0.0093
0.0197 -0.0048 -0.0006
-0.0647 0.0855 -0.1034
-0.0200 -0.0043 0.0115
-0.0439 -0.0183 -0.0316
-0.0219 -0.0052 -0.0036
0.0010 -0.0087 -0.0153
-0.0105 0.0007 0.0059
-0.0166 -0.0076 -0.0140
0.0128 0.0065 -0.0069
0.0987 0.0699 0.2169
0.0182 -0.0011 0.0084
-0.0045 0.0429 0.0320
0.0160 0.0213 -0.0096
-0.0004 0.0285 -0.0163
-0.0097 -0.0049 -0.0136
-0.0682 0.0750 -0.0033
-0.0549 0.1194 -0.2368
0.0611 0.0295 0.0449
0.0106 0.0142 0.0073
0.0069 0.0021 -0.0126
0.0188 -0.0071 0.0008
0.0622 0.0920 -0.0814
0.0071 -0.0131 0.0012
-0.0196 -0.0138 0.0139
-0.0167 -0.0200 -0.0016